{
  "formula": "C21H64N4O9",
  "method": "ωB97M-V with the def2-TZVPD basis set",
  "e_above_lowest_kj_mol": 1489.3,
  "total_charge": 0,
  "e_homo_ev": -9.16,
  "homo_lumo_gap_ev": 9.811,
  "mol_weight_da": 516.76,
  "smiles": "COC[C@H](C)N.COC[C@H](C)N.COC[C@H](C)N.COC[C@H](C)N.CO.CO.CO.CO.CO",
  "symbols": ["C", "C", "C", "O", "C", "N", "H", "H", "H", "H", "H", "H", "H", "H", "H", "H", "H", "C", "C", "C", "O", "C", "N", "H", "H", "H", "H", "H", "H", "H", "H", "H", "H", "H", "C", "C", "C", "O", "C", "N", "H", "H", "H", "H", "H", "H", "H", "H", "H", "H", "H", "C", "C", "C", "O", "C", "N", "H", "H", "H", "H", "H", "H", "H", "H", "H", "H", "H", "C", "O", "H", "H", "H", "H", "C", "O", "H", "H", "H", "H", "C", "O", "H", "H", "H", "H", "C", "O", "H", "H", "H", "H", "C", "O", "H", "H", "H", "H"],
  "xyz": [[16.559, 36.332, 13.196], [17.499, 37.524, 12.880], [16.756, 38.762, 12.278], [15.977, 38.363, 11.244], [15.147, 39.459, 10.657], [18.287, 38.122, 13.965], [17.036, 35.492, 13.701], [16.181, 35.992, 12.209], [15.745, 36.699, 13.851], [18.409, 37.319, 12.055], [17.554, 39.588, 11.942], [16.251, 39.051, 13.000], [14.605, 39.790, 11.563], [14.493, 39.327, 9.898], [15.647, 40.238, 10.074], [17.886, 38.741, 14.487], [19.059, 38.799, 13.532], [18.084, 38.080, 8.233], [17.660, 36.610, 8.139], [18.363, 35.804, 7.069], [17.772, 36.245, 5.764], [18.146, 35.483, 4.631], [17.898, 36.049, 9.583], [19.045, 38.093, 8.342], [18.044, 38.702, 9.284], [17.616, 38.742, 7.478], [16.584, 36.642, 8.173], [18.121, 34.647, 7.026], [19.453, 35.817, 7.269], [19.230, 35.399, 4.451], [17.911, 35.913, 3.740], [17.970, 34.353, 4.822], [17.256, 35.279, 9.693], [17.409, 36.659, 10.140], [19.057, 29.794, 7.913], [19.796, 31.165, 8.016], [19.615, 32.089, 6.760], [20.293, 31.563, 5.650], [20.082, 32.290, 4.461], [19.396, 31.775, 9.186], [19.039, 29.076, 8.643], [19.339, 29.428, 6.973], [18.052, 30.018, 7.722], [20.772, 30.984, 8.022], [20.102, 33.137, 6.973], [18.650, 32.299, 6.586], [20.575, 31.859, 3.458], [20.537, 33.089, 4.488], [18.997, 32.589, 4.216], [20.155, 32.338, 9.628], [19.356, 31.020, 9.695], [20.941, 40.478, 9.284], [21.254, 41.776, 10.045], [20.013, 42.469, 10.587], [19.145, 42.784, 9.487], [17.919, 43.351, 9.868], [22.065, 41.434, 11.087], [20.527, 39.667, 10.169], [21.854, 39.959, 8.798], [20.115, 40.658, 8.451], [21.767, 42.776, 9.479], [20.089, 43.365, 11.071], [19.397, 41.925, 11.396], [17.192, 43.812, 9.140], [18.266, 44.072, 10.503], [17.377, 42.652, 10.561], [21.982, 41.889, 11.928], [23.064, 41.462, 10.960], [22.964, 36.811, 8.450], [22.778, 35.341, 8.286], [21.701, 36.961, 8.462], [23.360, 37.206, 7.467], [23.331, 36.821, 9.356], [22.085, 35.188, 8.899], [19.701, 36.161, 0.719], [19.040, 35.429, -0.224], [19.354, 36.171, 1.704], [19.799, 37.289, 0.727], [20.624, 35.575, 0.841], [19.381, 35.174, -1.014], [15.989, 33.222, 8.424], [17.000, 33.368, 9.372], [15.426, 32.699, 9.115], [16.424, 32.496, 7.628], [15.851, 34.068, 8.006], [17.875, 33.018, 9.138], [20.557, 34.344, 11.062], [20.430, 34.755, 9.687], [19.685, 33.926, 11.660], [21.069, 35.094, 11.543], [21.259, 33.569, 10.988], [19.607, 35.204, 9.533], [14.676, 34.059, 4.786], [15.384, 32.872, 4.287], [15.242, 34.845, 4.018], [14.784, 34.137, 5.885], [13.550, 33.998, 4.483], [14.921, 32.279, 4.730]],
  "lowdin_charge": [-0.04, -0.40, -0.29, -0.19, -0.02, 0.02, 0.07, 0.07, 0.09, 0.17, 0.16, 0.03, 0.10, 0.04, 0.08, -0.03, 0.13, -0.05, -0.33, -0.12, -0.18, -0.13, 0.07, -0.03, 0.13, 0.10, 0.13, 0.13, 0.12, 0.08, 0.04, 0.09, 0.04, -0.01, 0.00, -0.39, -0.17, -0.15, -0.10, 0.08, 0.05, 0.07, 0.06, 0.10, 0.16, 0.06, 0.14, -0.03, 0.11, 0.10, 0.02, -0.08, -0.51, -0.21, -0.21, -0.11, 0.01, 0.14, 0.08, 0.10, 0.20, 0.08, 0.14, 0.11, 0.04, 0.09, 0.05, 0.09, -0.08, -0.19, 0.13, 0.10, 0.01, -0.03, -0.19, -0.05, 0.03, 0.10, 0.09, 0.03, -0.12, -0.18, 0.08, 0.12, -0.01, 0.03, -0.12, -0.17, 0.12, 0.05, 0.05, 0.00, -0.12, -0.12, 0.14, 0.06, 0.10, -0.03]
}